Below is an isolated molecule of C7H14OS at a distorted geometry, with properties calculated with ωB97M-V/def2-TZVPD.

Structure (XYZ):
```
23
Properties=species:S:1:pos:R:3:forces:R:3
C -2.866764 -0.692862 -0.247910 -1.68 -2.59 -2.10
C -1.739802 -0.051437 0.380376 2.83 0.24 -0.92
C -1.414989 1.354756 -0.117673 -2.51 0.42 1.26
S -0.226772 -0.967537 0.182089 -0.79 -1.11 2.81
O -0.322194 -2.450966 0.403505 -0.27 1.80 -0.16
C 0.765751 -0.225699 1.568109 1.83 0.85 -3.14
C 2.107520 0.408339 0.845421 -2.59 -2.37 -2.13
C 2.405278 -0.404867 -0.546013 -1.04 0.26 1.53
C 1.044356 -0.861551 -1.129486 0.90 -1.28 0.94
H -3.023454 -0.384505 -1.342184 0.14 -0.52 1.09
H -2.596849 -1.830256 -0.216082 -1.21 1.73 -0.16
H -3.873899 -0.509794 0.232989 1.23 -0.26 -0.12
H -2.379059 1.915040 -0.168976 0.44 -0.45 0.08
H -0.929535 1.645300 -1.011340 0.72 -0.57 -1.54
H -0.907752 1.836575 0.652367 1.18 1.26 1.37
H 0.860150 -1.092183 2.220466 0.51 0.22 0.07
H 0.212625 0.577623 1.993735 -0.64 0.23 0.43
H 2.894706 0.248165 1.482076 2.08 0.03 1.49
H 2.031982 1.444995 0.507623 -0.47 -0.05 0.73
H 3.022700 0.229212 -1.170099 -0.31 0.25 -0.41
H 3.018459 -1.294829 -0.389162 -0.20 0.03 0.37
H 0.560992 -0.331636 -1.884022 -0.24 1.43 -1.50
H 1.062280 -1.918466 -1.439112 0.10 0.45 0.01
```
Forces are in eV/Å.

Calculated values
HOMO energy: -7.211 eV
LUMO level: 0.029 Ha
Kohn-Sham gap: 8.01 eV
relative energy (zero: lowest compared OMol25 entry of this formula, charge and spin): 106.8 kcal per mole
SMILES: CC(C)=S1(=O)CCCC1
charge: 0



Below is a structure of composition C24H36BeN2Si at a distorted geometry, with properties calculated with ωB97M-V/def2-TZVPD.

Structure (XYZ):
```
64
Properties=species:S:1:pos:R:3:forces:R:3
C 0.738852 -2.209919 -0.444147 -0.15 1.88 -0.54
C -0.162967 -2.056391 -1.559759 0.88 0.08 0.25
C 0.066929 -0.778225 -2.137691 -0.14 -0.02 -0.85
H -0.932016 -2.727899 -1.901069 0.12 -0.21 0.11
C 1.029937 -0.096638 -1.367152 0.64 0.24 0.18
C 1.452562 -0.953442 -0.299144 -1.01 -0.96 -1.71
H 2.274430 -0.728766 0.326033 0.21 0.10 0.87
H 0.859540 -3.054830 0.197220 -0.21 -0.27 0.27
H -0.376197 -0.393175 -3.059776 -0.10 -0.14 0.83
H 1.314403 0.953215 -1.495697 -0.04 -0.60 -0.02
Be -0.400123 -0.646064 -0.337183 0.12 -0.29 -0.11
C -0.861322 2.789459 -2.125160 0.23 0.78 -0.21
H -0.011707 2.895385 -2.824328 -0.46 -1.08 0.29
H -0.638140 2.903723 -1.067568 -0.46 -2.42 0.92
H -1.359072 1.846846 -2.293388 -0.85 -4.64 -0.30
Si -2.420690 3.643750 -2.781695 -0.14 2.16 0.26
C -4.039205 2.973791 -3.468921 -0.37 0.01 0.47
C -4.259511 1.815278 -4.203370 -0.98 -0.52 -0.69
H -3.427624 1.131939 -4.432984 -0.45 0.39 0.11
C -5.560654 1.513048 -4.688624 0.35 0.50 0.55
H -5.737437 0.612471 -5.277081 0.08 0.19 0.18
C -6.633886 2.371383 -4.399606 0.21 0.05 -0.07
H -7.645158 2.138871 -4.753187 0.45 0.01 0.09
C -6.427468 3.552620 -3.673329 1.48 -0.20 0.19
H -7.240654 4.233012 -3.456922 -0.05 -0.05 -0.06
C -5.122545 3.854748 -3.203361 -0.76 -1.16 -0.78
H -4.942775 4.761558 -2.636840 -0.10 -0.05 0.01
C -1.645156 4.349055 -4.396352 0.45 0.07 0.35
C -2.288817 4.278412 -5.642263 0.72 0.15 0.22
H -3.353441 4.100615 -5.667838 -0.09 -0.04 -0.17
C -1.557216 4.413278 -6.834146 0.02 -0.05 0.64
H -2.093989 4.371439 -7.762861 -0.06 -0.03 -0.37
C -0.173452 4.569530 -6.811896 -0.27 0.21 -0.25
H 0.390141 4.664303 -7.745772 -0.23 -0.11 0.33
C 0.473834 4.667546 -5.583116 0.34 0.27 0.29
H 1.567079 4.812098 -5.526348 -0.67 -0.08 -0.12
C -0.256616 4.611662 -4.401855 0.26 -0.25 -0.13
H 0.301588 4.695859 -3.453084 -0.50 0.14 -0.38
H -3.164644 4.183967 -1.525215 1.17 0.22 -0.73
H -0.460340 3.855796 -1.684534 0.61 5.36 -0.21
C -2.195520 0.370702 0.734521 -0.72 0.68 -0.37
N -1.745876 1.075123 1.904911 0.29 -0.55 -1.15
C -2.718497 1.959252 2.487319 0.08 0.35 -0.64
C -0.371972 1.574038 1.830495 0.23 0.00 1.16
C 0.516800 0.856744 2.881386 -0.09 -0.34 -0.42
N 0.460297 -0.610784 2.660340 0.51 0.89 -0.40
C 1.723033 -1.251664 3.009084 -0.77 -0.91 0.38
C -0.673488 -1.266294 3.286054 0.62 -0.62 0.23
H -1.797174 -0.681646 0.729551 -0.40 -0.23 0.35
H -3.343746 0.306022 0.695353 1.71 -0.25 -0.13
H -1.860104 0.834449 -0.231254 -0.40 0.09 0.23
H -2.482763 2.021340 3.535480 -0.34 0.27 0.61
H -2.651690 2.966939 2.034726 -0.32 -0.17 0.19
H -3.713321 1.524960 2.311779 0.25 0.37 0.39
H 0.098637 1.415585 0.834065 -0.49 0.24 0.41
H -0.376070 2.651931 2.085740 0.12 -0.25 -0.45
H 1.572571 1.199940 2.743492 -0.81 -0.24 0.24
H 0.175914 1.104351 3.913151 0.25 0.03 -0.44
H 1.876416 -1.248391 4.109757 0.12 -0.04 -0.33
H 1.685581 -2.319997 2.677142 0.14 0.77 0.25
H 2.562650 -0.754880 2.536301 0.08 0.06 -0.08
H -0.554211 -1.301242 4.379443 -0.09 -0.05 0.08
H -1.585087 -0.748423 3.046106 -0.20 0.08 -0.01
H -0.722018 -2.301805 2.916423 -0.04 0.20 0.15
```
Forces are in eV/Å.

Calculated values
HOMO energy (spin up / spin down): -3.042 / -3.044 eV
LUMO level (spin up / spin down): 0.001 / 0.001 Ha
Kohn-Sham gap (spin up / spin down): 3.06 / 3.07 eV
relative energy (zero: lowest compared OMol25 entry of this formula, charge and spin): 199.5 kcal per mole
charge: 0



Below is a cluster of 2 separate species, C4H13N3 in total at a distorted geometry, with properties calculated with ωB97M-V/def2-TZVPD.

Structure (XYZ):
```
20
Properties=species:S:1:pos:R:3:forces:R:3
C -1.450889 -0.006346 0.021064 4.30 0.32 -0.33
C 1.047428 -1.350128 -0.523694 0.14 -0.20 -0.16
C 1.117130 1.191329 -0.802402 0.09 0.23 -0.13
C 0.705959 0.004719 -0.016812 -3.64 -0.37 0.09
N -2.049608 -1.148869 0.059744 -0.63 -0.37 0.01
N -1.985091 1.165085 -0.107267 -0.73 0.47 -0.10
N 1.022785 0.151097 1.439882 0.41 0.09 0.39
H 0.708654 -2.149889 0.132160 -0.04 -0.08 0.08
H 2.131530 -1.453622 -0.619546 0.10 0.04 0.04
H 0.638762 -1.509645 -1.521708 -0.02 0.09 0.03
H 0.804939 2.136890 -0.364398 -0.05 0.11 0.08
H 0.761543 1.135220 -1.828331 -0.09 -0.09 -0.02
H 2.209788 1.215404 -0.865783 0.08 -0.01 0.05
H -1.553902 -2.029390 0.096943 0.06 0.12 0.02
H -3.060393 -1.221086 -0.045612 0.06 -0.07 0.06
H -1.442692 2.007257 -0.254641 0.08 -0.22 0.08
H -2.990682 1.296317 -0.206548 0.05 -0.03 0.06
H 2.051339 0.246502 1.558419 -0.33 -0.05 0.01
H 0.733154 -0.673700 1.987679 0.06 0.26 -0.13
H 0.600250 0.992848 1.860844 0.10 -0.25 -0.12
```
Forces are in eV/Å.

Calculated values
HOMO energy: -19.660 eV
LUMO level: -0.305 Ha
Kohn-Sham gap: 11.36 eV
relative energy (zero: lowest compared OMol25 entry of this formula, charge and spin): 52.5 kcal per mole
charge: +2



no.,E (Eh)
1,-748.37219
2,-1349.45068
3,-323.80939